# 1
The following is a quantum chemistry calculation of a cluster of 2 separate species, C4H8O in total, from the OMol25 dataset.

Calculated values
Frontier orbital gap = 10.21 eV
Molar mass = 72.11 g mol⁻¹
Largest force on an atom = 3.32 eV/A
Lowest unoccupied orbital energy = 0.95 eV
Relative energy (zero: lowest compared OMol25 entry of this formula, charge and spin) = 239.4 kJ/mol

Structure (ORCA input):
```
! wB97M-V def2-TZVPD RIJCOSX def2/J DEFGRID3
* xyz 0 1
C -1.0380 -0.5819 -2.6645
C 0.0918 0.2533 2.2039
H -0.6282 0.3871 3.0230
H 1.0302 -0.8972 -0.4406
C 1.1424 1.0604 2.0407
H -0.4299 -1.0230 -3.4605
H 1.6687 1.1486 1.0072
H -0.2381 -0.3928 1.4839
H -1.8738 0.0837 -2.9870
O 0.4813 -1.3627 -1.0496
H 1.5259 1.8699 2.7726
C -0.6322 -0.5707 -1.3727
H -1.1001 0.0252 -0.5565
*
```

These are the natural (NBO) partial charges, in e, on atoms 1 to 5:
1. C -0.483
2. C -0.392
3. H 0.201
4. H 0.474
5. C -0.388

---

# 2
The following is a quantum chemistry calculation of a cluster of 2 separate species, C19H28N4O8 in total, from the OMol25 dataset.

Calculated values
Frontier orbital gap = 8.56 eV
Molar mass = 440.45 g mol⁻¹
Largest force on an atom = 1.95 eV/A
Lowest unoccupied orbital energy = 0.39 eV
Relative energy (zero: lowest compared OMol25 entry of this formula, charge and spin) = 136.8 kJ/mol

Structure (ORCA input):
```
! wB97M-V def2-TZVPD RIJCOSX def2/J DEFGRID3
* xyz 0 1
C -3.5622 0.5636 2.5786
C -4.7946 2.1509 4.1885
H -1.3246 1.2899 -0.1451
C -1.2105 -0.3527 2.3244
N 3.6850 -1.4357 -6.7157
H 2.6355 1.1857 -3.6427
C -0.7868 -1.4698 2.9600
H -3.3608 -0.7784 4.7786
O 3.2911 -1.5131 -8.0852
H -0.9981 -1.7169 3.9924
O 4.2470 2.1176 -4.5450
H -3.4821 1.1076 5.5376
H 0.3185 -3.1594 2.3288
C 0.5984 -2.0985 -0.3708
H 4.8901 2.3885 -0.7540
C 0.5031 -1.2638 -1.4971
C -2.0713 0.7204 2.9164
H 3.8015 2.1090 -5.4226
N -0.0773 -2.2640 2.0811
H 2.8623 -0.6727 -8.3516
O 3.7361 0.0700 -1.5062
N -3.8842 -1.3437 4.1314
H -0.2592 0.5963 -2.2785
C 4.2749 2.3977 -1.6597
O 2.9449 0.6655 -6.4871
O 3.4250 -1.3706 -3.7291
H -3.5972 0.5773 1.4881
C -0.1869 -0.0413 -1.4072
H -4.6424 2.3515 2.2531
H -1.7254 1.6818 2.5333
H 2.9195 0.4853 -1.1508
C -4.5285 1.3813 5.4657
C -4.3229 -2.6692 4.5639
H -5.1766 0.5087 5.4965
H 3.5424 -1.1684 -2.7694
O -5.4255 3.1921 4.2571
H 0.9528 -1.5623 -2.4356
C 3.4683 -0.3082 -5.9448
C 4.3796 1.0341 -2.3581
H -4.7763 2.0255 6.3089
H -5.4122 -2.6912 4.6344
H -4.0104 -3.4163 3.8309
O 2.9068 2.6607 -1.3086
C -0.7135 -0.4622 0.9539
C -4.1324 -0.8263 2.9210
H 4.6591 3.1909 -2.3100
H 3.9980 -2.2745 -6.2266
O -4.7614 -1.4476 2.0724
N -4.3519 1.7381 2.9988
C -0.7926 0.3521 -0.1974
H 5.4389 0.7827 -2.4785
C 3.9863 -0.2851 -4.4932
C -0.0003 -1.6921 0.8302
H 1.1240 -3.0395 -0.4302
H 2.8098 3.5610 -0.9507
H 5.0710 -0.4169 -4.5480
C 3.7166 1.0442 -3.7568
H -1.9263 0.7264 3.9954
H -3.8924 -2.9159 5.5352
*
```

These are the natural (NBO) partial charges, in e, on atoms 1 to 5:
1. C -0.126
2. C 0.671
3. H 0.205
4. C -0.109
5. N -0.319

---

# 3
The following is a quantum chemistry calculation of a structure of composition C29H32N4O3S2Sn, from the OMol25 dataset.

Calculated values
Frontier orbital gap = 6.35 eV
Molar mass = 667.45 g mol⁻¹
Largest force on an atom = 2.77 eV/A
Lowest unoccupied orbital energy = -0.99 eV
Relative energy (zero: lowest compared OMol25 entry of this formula, charge and spin) = 0.0 kJ/mol

Structure (ORCA input):
```
! wB97M-V def2-TZVPD RIJCOSX def2/J DEFGRID3
* xyz 0 1
C 5.3382 -1.3682 0.2587
C -2.4374 -1.3913 -3.7497
Sn -0.2193 0.0085 0.0349
H -1.1796 -0.3461 4.1083
H 5.7632 -2.8574 2.6984
C -3.5642 3.2999 -0.9926
H 0.8231 -0.8242 2.7689
C -0.1203 -2.1326 -3.6970
H 5.4970 -0.9503 -0.7464
C 1.1735 0.2106 2.9681
H -0.4763 3.2981 3.1055
C -2.2630 4.7444 -2.4509
H 0.6701 -2.5478 -4.2778
N 4.0896 -3.4480 1.6238
C 6.0569 -2.7203 0.4825
C -1.3742 -2.0569 -4.3425
H 2.3414 4.0581 -2.0468
C -1.1999 0.7132 3.8949
H -2.1576 5.5954 -3.1640
C -5.4156 -1.7928 0.5765
C -1.0737 3.9908 -2.1306
H 0.3746 5.2463 -3.2893
H 1.6659 0.2705 3.9587
C -2.6984 -2.0768 0.9134
N -0.1161 2.0346 -1.0223
N -3.2509 -0.9290 1.2593
C -1.2446 2.7426 -1.3606
H 5.9539 -4.3975 1.8629
H -5.4652 -3.9053 0.1224
H 3.2747 -0.9334 -0.1731
C 3.3249 -2.7630 0.7272
H -2.2015 0.9118 3.4000
H 5.8289 -3.3787 -0.3963
C 1.0741 2.4808 -1.3570
H 1.0156 -1.5737 -1.9504
H -1.4728 -2.6097 -5.3222
C 5.5406 -3.3699 1.7532
H 3.5399 -4.2086 1.9713
H -3.0100 -0.1738 -1.9957
H 0.5514 2.6298 4.3581
H -4.5169 3.0375 -0.4415
S 1.8502 -3.4193 0.2711
H -4.3756 4.9829 -1.9490
H -1.1208 1.2369 4.8840
H -3.3948 -1.2471 -4.2692
H -6.4944 -1.6148 0.4916
O 1.8435 0.3159 -0.5127
S -0.9546 -2.3385 0.8286
C -2.2505 -0.7706 -2.4953
C -4.5649 -0.7528 1.1054
C 0.0616 -1.5565 -2.4500
H 7.1867 -2.6265 0.6889
C -0.0614 1.1844 2.9163
C 2.2143 1.5489 -0.9984
H -2.6541 1.5998 -0.0173
C -3.4775 4.4211 -1.8758
C -0.9911 -0.8621 -1.8787
C 0.2518 4.4299 -2.5267
H -2.9230 -4.0847 0.4384
H 1.2478 2.8629 2.7059
H 5.5761 -0.6233 1.0236
C 1.2879 3.6862 -2.0379
C -2.4911 2.4412 -0.7362
H -4.8721 0.3098 1.3054
C 0.3404 2.5657 3.2497
C -3.4664 -3.1947 0.5543
C -4.8471 -3.0289 0.3917
H 1.9082 0.4913 2.2367
O 3.3848 1.9109 -1.1450
N 3.8888 -1.5993 0.2904
O -0.5432 1.2133 1.5699
*
```

These are the Löwdin partial charges, in e, on atoms 1 to 5:
1. C -0.161
2. C -0.095
3. Sn 1.198
4. H 0.065
5. H 0.116

---

# 4
The following is a quantum chemistry calculation of a cluster of 10 separate species, C21H60Cl6O22P4 in total, from the OMol25 dataset.

Calculated values
Frontier orbital gap (alpha / beta) = 9.21 / 2.51 eV
Molar mass = 1001.30 g mol⁻¹
Largest force on an atom = 4.91 eV/A
⟨S²⟩ = 0.76
Lowest unoccupied orbital energy (alpha / beta) = -1.89 / -8.59 eV
Relative energy (zero: lowest compared OMol25 entry of this formula, charge and spin) = 0.0 kJ/mol

Structure (ORCA input):
```
! wB97M-V def2-TZVPD RIJCOSX def2/J DEFGRID3
* xyz 1 2
H 1.1621 -4.1723 -1.0170
Cl 0.4753 4.9457 -1.1019
H -3.0710 4.1630 1.9025
H 2.3507 4.6654 0.3317
O 5.0164 -1.7639 -1.1313
H 1.4552 -3.4903 -2.6312
H -3.2604 -4.4217 5.3291
O -0.7168 4.1779 4.9422
H -2.5342 5.6930 -4.5749
C 1.9013 -4.0491 -1.8086
H 1.5530 6.7131 4.2700
O -4.1694 -5.2205 1.2365
O -3.8850 3.8115 1.5344
H 2.0817 -3.9560 3.8749
P -0.3815 4.1797 3.3424
C 2.9282 -2.5659 2.2570
H 6.0163 0.5691 -1.8130
C -2.7584 2.5955 -0.4023
H 1.2956 3.5984 5.5273
Cl -0.3364 -0.8809 0.6892
H -1.4560 -1.5536 4.9439
H 5.6000 -3.7696 -0.7566
O 0.8116 5.2189 3.1391
O -2.4949 1.3070 -0.9553
H 1.5975 1.6339 -3.4429
O -1.7303 4.1645 -3.6660
H -0.1561 -3.6466 3.7785
C 5.1756 1.1719 -2.1566
O -5.5167 -3.6755 -0.3935
O -3.4569 -3.4826 5.3602
H 4.3952 -4.9721 -4.1446
C 5.8228 -2.7464 -0.4543
H -1.8546 3.0916 -0.0486
O 0.9562 -4.0256 2.1558
H 1.2682 -1.0150 -1.1381
C -2.5342 1.9421 -5.8029
H -4.7506 2.3329 0.2161
H 3.4348 -3.5227 -4.6731
O 3.2794 -1.2176 -2.9575
H 2.8514 -2.5549 1.1697
C -1.5115 5.3389 -4.4446
H -5.4614 -5.4739 -1.3669
H 2.1226 -5.0225 -2.2463
H -3.2067 2.0411 -4.9508
C 4.3851 -3.8915 -4.2871
O 4.8443 -3.2427 -3.0904
Cl 2.1720 0.5153 0.2575
P -4.1551 -3.9587 0.4461
C 2.2102 -3.8466 2.7980
Cl 5.2051 1.1514 -3.9503
H 0.9227 -4.9096 1.7829
O -1.2541 2.4865 -5.5189
H -3.0824 2.5261 -6.5421
H 1.4580 -1.2724 2.2232
H -5.5500 -4.1776 -2.4364
O -3.9301 -2.6286 1.3223
H -1.4252 1.6290 3.5026
C 1.8310 2.5404 -4.0013
H 0.4408 4.8019 6.4714
H 2.7874 -4.7222 2.5011
H -2.8598 -3.8546 3.3941
H 0.6947 7.2668 2.8378
H -3.8634 -1.3374 -0.3846
H 5.6225 -2.7385 0.6171
H -3.0741 3.2962 -1.1753
C 2.0850 4.2873 -0.6555
H -2.5563 0.9347 -6.2186
C 0.7570 -0.2316 -0.5787
H -1.1828 -2.0494 3.2535
H -0.8716 1.6014 1.7952
H 0.0320 0.7236 3.0947
O 3.0323 -3.3390 -1.2757
H -1.0944 5.1521 -5.4341
H 3.9949 -2.5656 2.4809
P 3.9443 -2.3027 -2.2216
C -2.8849 -3.0457 4.1243
H -7.0102 -4.7484 -1.5522
C -3.8099 2.5934 0.7012
O 0.2520 2.7168 3.0668
H -4.7924 -0.8522 1.0347
P -0.8329 2.8447 -4.0040
C -1.6507 -3.9123 -0.2761
C 0.3083 3.8950 5.8814
O 0.6762 3.3947 -4.2154
H 2.6485 3.0867 -3.5308
H -1.2096 -2.9544 -0.5516
C -1.5365 -2.3749 4.2318
H -0.0297 3.1521 6.6038
H -1.7774 1.4818 -1.5687
H 5.1492 -3.6820 -5.0357
O -0.5531 -3.3181 4.5885
O -1.5675 4.5575 2.5777
Cl 3.2515 5.1350 -1.6835
H -1.5921 -4.0955 0.7968
C -0.5603 1.6024 2.8398
H 2.0213 3.2178 -0.8560
H 0.2347 0.4345 -1.2654
H -0.9481 6.0864 -3.8861
H 2.1875 2.1951 -4.9718
H 4.2192 0.7776 -1.8132
H -1.1524 -4.7467 -0.7695
C 0.6727 6.5409 3.6507
O -2.9451 -3.8823 -0.6350
H -2.9816 -0.8694 1.0704
Cl 5.5726 2.7583 -1.4677
O 2.2132 -1.4402 2.7916
H -3.6006 1.7988 1.4174
H 6.8818 -2.5233 -0.5845
H -3.7085 -2.4141 3.7911
C -3.8849 -1.3578 0.7050
H -0.1472 6.7124 4.3481
C -5.9502 -4.5060 -1.4772
O -0.9908 1.7419 -3.0059
*
```

These are the Löwdin partial charges, in e, on atoms 1 to 5:
1. H 0.065
2. Cl 0.518
3. H 0.045
4. H 0.023
5. O -0.230